A structure of composition C15H35N7OReS4 in a non-equilibrium geometry. Source: OMol25; level of theory: ωB97M-V with the def2-TZVPD basis set.

Geometry (Å):
1 Re 0.58 -1.23 1.24
2 C 3.76 -1.71 3.03
3 C 2.78 -1.39 4.15
4 S 1.02 -1.58 3.66
5 C 0.40 0.04 4.28
6 C 1.01 1.24 3.55
7 S 0.68 1.15 1.74
8 C 2.30 1.38 0.89
9 C 3.53 0.77 1.56
10 S 3.36 -1.04 1.40
11 H 3.84 -2.79 2.86
12 H 4.77 -1.38 3.29
13 H 2.93 -0.39 4.53
14 H 2.95 -2.07 4.98
15 H 0.57 0.10 5.35
16 H -0.68 -0.01 4.11
17 H 2.08 1.32 3.72
18 H 0.55 2.16 3.91
19 H 2.44 2.42 0.61
20 H 2.14 0.82 -0.03
21 H 3.69 1.07 2.59
22 H 4.39 1.08 0.98
23 C 1.63 -5.05 -2.64
24 N 1.83 -4.54 -1.28
25 C 2.31 -5.49 -0.27
26 C 1.31 -3.37 -0.88
27 N 1.24 -3.02 0.39
28 N 0.88 -2.54 -1.89
29 C 0.11 -1.40 -1.80
30 N -0.47 -0.98 -2.94
31 N 0.00 -0.73 -0.69
32 H 2.18 -5.98 -2.73
33 H 2.05 -4.38 -3.39
34 H 0.58 -5.25 -2.85
35 H 2.88 -6.26 -0.77
36 H 1.48 -5.97 0.26
37 H 2.97 -4.99 0.43
38 H 1.46 -3.79 0.99
39 H 1.09 -2.84 -2.83
40 H -0.63 -1.62 -3.70
41 H -1.09 -0.18 -2.88
42 H -0.68 0.00 -0.81
43 O -0.99 -1.79 1.65
44 C -5.13 1.59 -1.95
45 N -4.26 2.75 -2.05
46 C -4.54 3.62 -3.19
47 C -3.11 2.81 -1.35
48 S -2.48 1.43 -0.58
49 N -2.51 4.02 -1.27
50 C -1.15 4.14 -0.78
51 C -3.29 5.25 -1.14
52 H -6.14 1.90 -2.22
53 H -5.14 1.21 -0.93
54 H -4.81 0.79 -2.62
55 H -4.78 2.99 -4.04
56 H -3.67 4.22 -3.44
57 H -5.39 4.27 -3.00
58 H -0.53 3.34 -1.18
59 H -1.11 4.08 0.32
60 H -0.75 5.10 -1.10
61 H -4.35 5.04 -1.10
62 H -3.09 5.94 -1.96
63 H -3.01 5.74 -0.20

Energy (eV): -74060.6548
Frontier orbital gap (spin up / spin down) (hartree): 0.25358 / 0.27208
Relative energy (zero: lowest compared OMol25 entry of this formula, charge and spin) (kcal/mol): 0.00
2S+1: 2
Charge: +2

=====

A structure of composition C47H114Br6NO29P7 in a non-equilibrium geometry. Source: OMol25; level of theory: ωB97M-V with the def2-TZVPD basis set.

Geometry (Å):
1 C -14.95 -4.88 -28.64
2 O -14.17 -5.23 -29.50
3 N -15.58 -3.67 -28.63
4 C -16.30 -3.15 -27.43
5 C -15.55 -2.75 -29.76
6 H -15.12 -5.37 -27.68
7 H -15.94 -2.13 -27.28
8 H -16.19 -3.74 -26.52
9 H -17.31 -2.86 -27.74
10 H -14.72 -2.09 -29.50
11 H -15.49 -3.09 -30.80
12 H -16.44 -2.13 -29.76
13 C -11.41 -1.70 -27.85
14 Br -12.03 0.10 -27.35
15 Br -10.25 -2.64 -26.55
16 Br -10.49 -1.58 -29.58
17 H -12.21 -2.43 -28.02
18 C -18.25 -6.76 -29.02
19 Br -19.33 -5.31 -28.24
20 Br -18.63 -7.13 -30.90
21 Br -18.23 -8.53 -28.11
22 H -17.27 -6.31 -28.85
23 C -19.20 0.77 -24.47
24 C -18.59 -0.08 -23.31
25 O -17.79 -0.94 -24.03
26 P -16.21 -1.27 -23.80
27 O -15.53 -2.30 -24.60
28 O -15.65 0.32 -24.00
29 C -14.56 0.62 -24.84
30 C -15.26 1.01 -26.01
31 O -16.17 -1.47 -22.16
32 C -14.94 -1.64 -21.54
33 C -14.64 -2.28 -20.20
34 H -18.47 1.19 -25.16
35 H -20.04 0.21 -24.87
36 H -19.64 1.55 -23.85
37 H -17.89 0.60 -22.82
38 H -19.20 -0.55 -22.54
39 H -14.07 1.43 -24.30
40 H -13.86 -0.22 -24.88
41 H -15.29 0.13 -26.66
42 H -16.29 1.39 -25.94
43 H -14.71 1.68 -26.67
44 H -14.48 -2.24 -22.32
45 H -14.49 -0.65 -21.40
46 H -15.22 -1.65 -19.53
47 H -15.04 -3.29 -20.20
48 H -13.61 -2.32 -19.86
49 C -11.40 -10.79 -22.10
50 C -12.37 -10.97 -23.33
51 O -12.83 -9.80 -23.98
52 P -12.04 -9.13 -25.21
53 O -10.82 -9.85 -25.71
54 O -11.80 -7.55 -24.81
55 C -10.51 -7.09 -24.60
56 C -10.35 -5.59 -24.90
57 O -13.14 -9.03 -26.35
58 C -12.87 -9.08 -27.68
59 C -11.97 -7.96 -28.13
60 H -10.79 -11.61 -21.72
61 H -10.63 -10.09 -22.43
62 H -11.79 -10.17 -21.29
63 H -11.99 -11.81 -23.92
64 H -13.23 -11.45 -22.87
65 H -10.20 -7.20 -23.56
66 H -9.77 -7.59 -25.22
67 H -11.21 -4.97 -24.68
68 H -9.57 -5.05 -24.37
69 H -10.01 -5.50 -25.94
70 H -12.44 -10.06 -27.86
71 H -13.85 -8.94 -28.13
72 H -11.68 -7.91 -29.18
73 H -12.36 -6.97 -27.90
74 H -11.04 -8.16 -27.59
75 C -19.79 -5.17 -23.98
76 C -20.39 -3.79 -24.16
77 O -20.99 -3.68 -25.46
78 P -22.03 -2.44 -25.68
79 O -22.76 -1.95 -24.47
80 O -21.09 -1.36 -26.40
81 C -20.32 -1.84 -27.47
82 C -19.36 -0.65 -27.68
83 O -22.92 -3.07 -26.83
84 C -24.01 -2.47 -27.45
85 C -23.92 -0.92 -27.72
86 H -20.61 -5.89 -24.03
87 H -18.96 -5.20 -24.68
88 H -19.45 -5.20 -22.94
89 H -21.04 -3.44 -23.36
90 H -19.57 -3.09 -24.02
91 H -19.75 -2.76 -27.34
92 H -20.98 -1.88 -28.33
93 H -19.93 0.28 -27.77
94 H -18.54 -0.43 -26.99
95 H -18.88 -0.86 -28.64
96 H -24.15 -2.79 -28.48
97 H -24.92 -2.69 -26.88
98 H -23.12 -0.81 -28.45
99 H -24.79 -0.46 -28.18
100 H -23.80 -0.51 -26.72
101 C -17.65 2.37 -29.71
102 C -17.51 1.70 -31.14
103 O -18.13 0.44 -31.10
104 P -19.18 0.24 -32.24
105 O -20.44 1.02 -32.18
106 O -18.30 0.47 -33.61
107 C -19.00 0.70 -34.80
108 C -18.08 0.24 -35.85
109 O -19.58 -1.37 -32.19
110 C -18.82 -2.35 -32.80
111 C -18.64 -3.34 -31.67
112 H -18.64 2.24 -29.29
113 H -16.91 1.95 -29.03
114 H -17.47 3.45 -29.76
115 H -17.94 2.36 -31.89
116 H -16.43 1.62 -31.29
117 H -19.98 0.22 -34.85
118 H -19.25 1.75 -34.98
119 H -17.04 0.56 -35.79
120 H -18.07 -0.85 -35.82
121 H -18.47 0.57 -36.82
122 H -19.31 -2.81 -33.65
123 H -17.92 -1.89 -33.21
124 H -18.07 -2.95 -30.84
125 H -19.59 -3.66 -31.24
126 H -18.09 -4.17 -32.11
127 C -17.40 -12.90 -32.98
128 C -16.28 -13.40 -32.02
129 O -15.04 -12.88 -32.42
130 P -14.11 -11.71 -31.78
131 O -12.68 -11.96 -32.07
132 O -14.87 -10.39 -32.35
133 C -14.30 -9.09 -32.19
134 C -14.81 -8.55 -30.83
135 O -14.55 -11.72 -30.19
136 C -14.21 -12.74 -29.24
137 C -15.25 -12.58 -28.08
138 H -18.38 -13.28 -32.67
139 H -17.53 -11.84 -32.79
140 H -17.45 -13.07 -34.05
141 H -16.54 -13.35 -30.96
142 H -16.26 -14.48 -32.09
143 H -13.22 -9.24 -32.11
144 H -14.55 -8.38 -32.98
145 H -14.25 -7.69 -30.46
146 H -15.89 -8.45 -30.96
147 H -14.55 -9.32 -30.10
148 H -14.38 -13.75 -29.61
149 H -13.17 -12.80 -28.93
150 H -15.35 -11.61 -27.60
151 H -16.23 -12.93 -28.41
152 H -14.98 -13.21 -27.23
153 C -16.56 -11.89 -23.21
154 C -15.83 -10.59 -23.64
155 O -16.86 -9.73 -24.12
156 P -17.56 -8.54 -23.32
157 O -18.05 -8.96 -21.96
158 O -18.81 -8.27 -24.16
159 C -19.99 -8.98 -24.05
160 C -20.98 -8.75 -25.30
161 O -16.50 -7.38 -23.53
162 C -15.62 -7.42 -24.62
163 C -14.97 -6.04 -24.90
164 H -15.90 -12.44 -22.54
165 H -17.40 -11.68 -22.55
166 H -16.81 -12.48 -24.08
167 H -15.29 -10.14 -22.81
168 H -15.23 -10.79 -24.53
169 H -19.82 -10.05 -24.12
170 H -20.48 -8.83 -23.09
171 H -21.34 -7.72 -25.30
172 H -20.53 -8.98 -26.26
173 H -21.80 -9.41 -25.04
174 H -14.80 -8.10 -24.39
175 H -16.10 -7.65 -25.57
176 H -14.66 -5.54 -23.98
177 H -14.10 -6.05 -25.55
178 H -15.88 -5.50 -25.17
179 C -11.22 4.82 -35.22
180 C -11.41 3.33 -34.92
181 O -12.52 3.23 -34.03
182 P -13.52 1.95 -34.18
183 O -13.02 0.85 -34.98
184 O -14.05 1.66 -32.63
185 C -13.26 1.16 -31.56
186 C -13.93 -0.13 -31.15
187 O -14.85 2.63 -34.79
188 C -15.04 2.90 -36.15
189 C -16.32 3.82 -36.20
190 H -11.97 5.07 -35.97
191 H -11.29 5.39 -34.29
192 H -10.25 5.01 -35.68
193 H -11.71 2.81 -35.82
194 H -10.53 2.79 -34.56
195 H -12.27 0.92 -31.94
196 H -13.36 1.94 -30.81
197 H -14.44 -0.56 -32.01
198 H -13.21 -0.93 -30.96
199 H -14.52 0.06 -30.25
200 H -14.13 3.38 -36.51
201 H -15.04 1.90 -36.57
202 H -16.21 4.82 -35.79
203 H -16.61 4.15 -37.20
204 H -17.18 3.20 -35.94

Energy (eV): -596733.8746
Frontier orbital gap (spin up / spin down) (hartree): 0.29810 / 0.11030
2S+1: 2
Charge: +1

=====

A cluster of 3 separate species, C24H43ClI2N3O9P3S in total in a non-equilibrium geometry. Source: OMol25; level of theory: ωB97M-V with the def2-TZVPD basis set.

Geometry (Å):
1 C -5.64 -0.71 -3.37
2 N -6.00 -2.11 -3.01
3 C -6.57 -2.25 -1.66
4 C -6.10 -1.11 -0.65
5 N -4.77 -1.10 -0.36
6 C -4.39 -0.07 0.48
7 C -2.92 0.03 0.82
8 C -1.97 -1.07 0.20
9 C -1.78 -2.33 1.16
10 O -0.65 -2.13 2.01
11 C -2.42 1.10 1.66
12 I -0.29 1.16 2.05
13 C -3.40 2.12 2.20
14 P -2.76 3.54 3.26
15 S -3.01 5.30 2.41
16 C -4.82 2.00 1.88
17 I -6.18 3.46 2.70
18 C -5.37 0.89 1.00
19 N -6.74 0.91 0.78
20 C -7.03 -0.11 -0.05
21 Cl -8.78 -0.27 -0.49
22 H -6.42 0.05 -3.11
23 H -4.63 -0.48 -2.95
24 H -5.54 -0.68 -4.50
25 H -5.12 -2.64 -3.11
26 H -7.68 -2.35 -1.71
27 H -6.14 -3.20 -1.22
28 H -2.41 -1.49 -0.76
29 H -1.00 -0.58 -0.10
30 H -2.70 -2.42 1.80
31 H -1.65 -3.23 0.48
32 H 0.18 -2.14 1.50
33 H -3.36 3.47 4.56
34 H -1.35 3.43 3.48
35 O 3.15 -5.16 0.18
36 P 4.16 -5.61 1.22
37 O 4.01 -7.25 1.01
38 C 4.45 -7.83 -0.21
39 C 5.96 -7.79 -0.34
40 O 3.20 -5.44 2.55
41 C 2.03 -4.63 2.51
42 C 0.81 -5.45 2.13
43 O 5.42 -5.89 2.32
44 C 6.66 -5.23 2.11
45 C 6.51 -3.76 1.76
46 H 3.97 -7.33 -1.06
47 H 4.10 -8.86 -0.21
48 H 6.31 -6.77 -0.50
49 H 6.29 -8.40 -1.19
50 H 6.44 -8.17 0.57
51 H 2.17 -3.78 1.84
52 H 1.88 -4.22 3.51
53 H 0.98 -6.06 1.24
54 H -0.05 -4.80 1.94
55 H 0.55 -6.14 2.93
56 H 7.22 -5.75 1.32
57 H 7.24 -5.33 3.03
58 H 6.00 -3.63 0.80
59 H 7.48 -3.28 1.69
60 H 5.91 -3.25 2.52
61 O 0.40 6.05 -3.20
62 P 0.97 5.87 -1.81
63 O 1.69 7.35 -1.64
64 C 0.87 8.50 -1.56
65 C 0.11 8.57 -0.25
66 O 2.30 4.99 -2.22
67 C 2.37 4.31 -3.47
68 C 3.01 5.19 -4.53
69 O 1.39 5.52 -0.20
70 C 0.36 5.09 0.69
71 C -0.56 4.06 0.09
72 H 0.19 8.55 -2.41
73 H 1.54 9.37 -1.63
74 H -0.67 7.80 -0.23
75 H -0.37 9.54 -0.13
76 H 0.77 8.39 0.60
77 H 1.38 3.97 -3.79
78 H 2.98 3.42 -3.33
79 H 2.57 6.19 -4.56
80 H 2.92 4.74 -5.52
81 H 4.07 5.33 -4.31
82 H -0.21 5.96 1.03
83 H 0.85 4.67 1.57
84 H -1.13 4.47 -0.75
85 H -1.28 3.71 0.83
86 H 0.00 3.20 -0.29

Energy (eV): -115905.0292
Frontier orbital gap (hartree): 0.25720
SMILES: CNCc1nc2c(CCO)c(I)c([PH2]=S)c(I)c2nc1Cl.CCOP(=O)(OCC)OCC.CCOP(=O)(OCC)OCC
2S+1: 1

=====

The molecule C22H29N3O. Source: OMol25; level of theory: ωB97M-V with the def2-TZVPD basis set.

Geometry (Å):
1 C -4.77 -2.36 -0.75
2 H -5.51 -1.85 -1.36
3 H -3.79 -2.12 -1.13
4 H -4.93 -3.44 -0.85
5 C -4.90 -1.94 0.71
6 N -4.68 -0.53 0.93
7 C -3.44 0.03 0.73
8 C -3.27 1.42 0.61
9 C -2.01 1.97 0.45
10 C -0.88 1.17 0.36
11 C -1.04 -0.21 0.48
12 C -2.29 -0.76 0.66
13 H -2.35 -1.84 0.77
14 H -0.18 -0.85 0.46
15 C 0.46 1.81 0.24
16 O 0.88 2.58 1.08
17 N 1.20 1.50 -0.86
18 C 0.80 0.64 -1.95
19 H -0.25 0.37 -1.85
20 C 1.69 -0.63 -1.97
21 N 2.99 -0.41 -1.34
22 C 3.45 0.94 -1.61
23 C 2.55 2.01 -0.98
24 H 2.88 2.29 0.02
25 H 2.55 2.92 -1.60
26 H 3.48 1.05 -2.70
27 H 4.47 1.04 -1.24
28 C 3.04 -0.77 0.07
29 C 4.44 -0.65 0.60
30 C 4.74 0.18 1.67
31 C 6.03 0.28 2.14
32 C 7.05 -0.44 1.54
33 C 6.77 -1.26 0.46
34 C 5.47 -1.37 0.00
35 H 5.24 -2.00 -0.85
36 H 7.56 -1.82 -0.01
37 H 8.06 -0.36 1.91
38 H 6.25 0.93 2.98
39 H 3.95 0.74 2.14
40 H 2.36 -0.17 0.70
41 H 2.72 -1.82 0.14
42 H 1.87 -0.92 -3.01
43 H 1.20 -1.46 -1.47
44 H 0.93 1.20 -2.88
45 H -1.91 3.04 0.38
46 H -4.11 2.09 0.65
47 C -5.85 0.29 1.15
48 C -6.54 0.75 -0.14
49 H -6.96 -0.10 -0.68
50 H -7.35 1.44 0.09
51 H -5.83 1.25 -0.79
52 H -6.56 -0.29 1.75
53 H -5.56 1.16 1.74
54 H -4.20 -2.53 1.33
55 H -5.91 -2.18 1.07

Energy (eV): -29802.6981
Frontier orbital gap (hartree): 0.30892
SMILES: CCN(CC)c1ccc(C(=O)N2CCN(Cc3ccccc3)CC2)cc1
Relative energy (zero: lowest compared OMol25 entry of this formula, charge and spin) (kcal/mol): 16.18
2S+1: 1